Record 1
172
Properties=species:S:1:pos:R:3 method="wB97M-V/def2-TZVPD" multiplicity=2 gap_ha="0.3384 / 0.3597" homo_ev="-11.72 / -11.78" charge=+1 lumo_ev="-2.52 / -2.00" e_above_lowest_kj_mol=0.0
V 0.276 -2.033 -2.724
S -4.789 -1.314 1.570
S -3.664 2.997 -1.266
S 2.097 -4.782 -1.131
S 5.139 4.660 -0.622
S -3.069 -1.103 -4.734
S 0.610 1.493 -4.316
S -3.034 2.694 3.901
S -2.546 -4.151 -2.354
S 5.935 -1.078 3.469
S 3.414 -0.502 -1.724
S 0.184 -1.602 4.356
O -3.741 -3.278 -2.367
O -1.867 -1.850 -4.333
O -0.695 -1.005 5.424
O -5.635 -0.325 2.294
O -3.832 2.229 2.771
O 6.567 -0.936 4.767
O -5.237 -2.882 2.088
O -2.704 -5.136 -0.962
O -3.053 4.315 3.859
O -1.632 2.268 4.113
O 3.122 -4.465 0.200
O -1.100 0.333 0.210
O 0.212 0.084 -4.138
O 1.538 -3.552 -1.725
O -3.982 3.119 -2.884
O -1.116 -3.680 -2.377
O -2.481 2.088 -1.127
O 0.027 -2.946 3.824
O 0.991 2.033 -2.810
O 5.652 -2.437 2.970
O 0.126 -1.537 -0.441
O -4.844 -1.372 0.121
O 3.262 0.176 -0.452
O 2.865 -5.791 -1.997
O 4.896 5.826 -1.442
O -3.493 4.345 -0.746
O -2.701 0.086 -5.824
O 0.699 -2.532 -4.145
O 4.496 -1.752 -1.510
O 6.895 -0.228 2.420
O 2.211 -1.087 -2.365
O 1.751 -1.478 4.928
O -1.025 -0.507 -1.805
O 1.610 1.920 -5.242
O -4.193 -1.826 -5.322
O 5.642 3.424 -1.256
O 3.763 4.360 0.264
C 7.758 0.755 2.996
C -1.792 4.597 1.771
C -5.379 -3.133 3.507
C 6.354 -2.742 -0.374
C -5.215 2.174 -0.707
C 0.811 -5.710 -0.182
C -3.177 1.842 -7.460
C -2.992 5.000 2.601
C -5.065 -5.614 -0.746
C 3.600 -2.235 6.233
C -4.787 4.178 -3.245
C -6.870 -3.129 3.892
C -3.777 0.789 -6.425
C -2.832 -5.378 -3.674
C -0.685 -0.551 -0.647
C -5.550 3.985 -4.595
C -3.730 -0.082 -3.336
C 4.470 0.433 -2.958
C -3.880 2.559 5.555
C 3.087 -3.861 2.390
C 4.443 0.035 3.379
C 2.065 -2.225 6.112
C 0.435 -0.330 3.015
C 2.726 -3.428 1.021
C 3.511 3.070 0.881
C 1.938 2.855 0.939
C 0.729 4.399 -2.128
C -0.979 2.562 -4.392
C 8.036 1.759 1.930
C 5.716 -1.496 -0.818
C 1.652 3.345 -2.697
C -3.791 -4.988 -0.097
C 6.331 5.010 0.736
C -3.064 -1.188 2.157
H 5.903 -3.225 0.493
H 2.130 3.703 -3.609
H -3.956 4.873 2.110
H 0.360 4.199 -1.122
H 6.424 -3.434 -1.213
H -4.396 1.405 -5.771
H 2.441 -4.550 2.933
H 7.342 -2.592 0.062
H -1.552 5.275 0.951
H -1.716 0.804 -0.356
H 7.387 1.290 3.870
H 1.512 3.727 1.437
H 8.258 2.690 2.452
H -2.314 -5.125 -4.599
H 9.005 1.436 1.550
H 3.873 1.249 -3.366
H -0.612 -0.169 2.758
H -3.751 1.818 -8.387
H 1.670 1.929 1.447
H -3.564 1.609 5.985
H -5.438 1.339 -1.371
H 4.783 0.996 2.992
H -6.380 4.680 -4.725
H -3.459 -5.648 0.705
H 0.863 0.570 3.456
H -1.544 2.558 -3.461
H 1.350 -6.571 0.211
H 0.365 -5.051 0.563
H 5.462 -0.901 0.059
H -1.994 3.676 1.224
H -4.773 0.081 -3.607
H -7.231 -2.120 3.696
H -2.729 -0.171 1.954
H 8.711 0.354 3.343
H -0.703 3.596 -4.600
H 6.458 -0.999 -1.444
H -7.440 -3.788 3.236
H 1.585 -1.687 6.930
H -0.926 4.461 2.418
H 3.990 2.305 0.270
H -4.918 -6.596 -1.196
H -4.354 0.062 -6.995
H 4.161 -2.953 5.637
H 1.729 -3.006 0.899
H 5.291 0.878 -2.396
H -4.888 -2.334 4.063
H 2.510 3.173 -2.047
H -2.923 6.054 2.867
H -2.100 1.788 -7.621
H -2.442 -1.926 1.651
H 1.520 2.734 -0.061
H -3.912 -5.321 -3.812
H -1.553 2.085 -5.187
H -7.088 -3.460 4.907
H 7.061 5.747 0.400
H -3.673 3.429 6.178
H 7.236 2.025 1.240
H -5.571 4.427 -2.529
H 1.115 -0.741 2.268
H -5.115 1.847 0.328
H -3.356 2.866 -7.133
H -3.631 -0.673 -2.425
H -5.377 -4.982 -1.577
H 4.018 3.058 1.845
H -0.121 4.404 -2.810
H 4.030 -1.251 6.042
H 4.156 0.153 4.424
H -5.915 2.958 -4.607
H -2.445 -6.332 -3.315
H 3.832 -2.511 7.262
H 3.283 -2.568 0.650
H -3.092 0.791 -3.470
H -3.922 -3.945 0.193
H 6.833 4.050 0.861
H 1.693 -3.249 6.094
H -0.047 -6.032 -0.772
H -5.857 -5.591 0.004
H 3.743 -0.514 2.750
H 4.106 -4.250 2.388
H -5.981 2.950 -0.699
H -4.885 3.988 -5.459
H 4.773 -0.319 -3.687
H -4.933 -4.111 3.691
H 5.839 5.407 1.624
H -4.924 2.516 5.245
H -2.946 -1.352 3.228
H 1.143 5.406 -2.192
H -4.207 5.097 -3.336
H 3.069 -3.010 3.070

=====

Record 2
12
Properties=species:S:1:pos:R:3 method="wB97M-V/def2-TZVPD" gap_ha=0.4119 homo_ev=-10.27 lumo_ev=0.94 e_above_lowest_kj_mol=100.9
O -0.737 -1.311 -3.798
O 0.828 1.283 3.965
C -0.262 -0.030 -3.948
C 0.241 0.005 3.871
H -0.636 0.126 3.212
H -1.151 0.608 -3.807
H 0.089 0.081 -4.988
H 0.533 0.320 -3.269
H 0.884 -0.790 3.459
H -0.004 -1.885 -4.103
H 0.326 1.900 4.537
H -0.110 -0.308 4.869

=====

Record 3
19
Properties=species:S:1:pos:R:3 method="wB97M-V/def2-TZVPD" multiplicity=3 gap_ha="0.2685 / 0.3458" homo_ev="-10.88 / -15.04" charge=+1 lumo_ev="-3.58 / -5.63" e_above_lowest_kj_mol=130.3
N -0.486 0.954 1.484
N 1.517 0.382 0.831
C 0.808 1.150 1.633
C -1.945 0.138 -0.380
C 1.236 -0.275 -2.426
C 0.669 -0.435 0.052
C -0.730 -0.043 0.480
C -0.162 -1.427 0.777
H -2.855 0.011 0.204
H 2.523 0.395 0.746
H 1.296 0.792 -2.455
H 0.348 -0.755 -2.784
H -1.954 1.126 -0.837
H -1.213 1.515 1.902
H -1.943 -0.606 -1.170
H 0.121 -1.687 1.787
H -0.604 -2.233 0.216
H 1.235 1.852 2.329
H 2.138 -0.852 -2.388

=====

Record 4
10
Properties=species:S:1:pos:R:3 method="wB97M-V/def2-TZVPD" gap_ha=0.3095 homo_ev=-8.30 lumo_ev=0.12 e_above_lowest_kj_mol=143.9
S -1.341 -0.609 -1.963
S -0.940 -2.543 -1.286
C 0.685 1.330 0.997
C -0.117 -1.607 -0.103
C -0.306 -0.317 -0.476
C 0.138 1.037 -0.191
H 0.873 2.336 1.406
H 0.264 -1.936 0.796
H 0.994 0.516 1.753
H -0.249 1.793 -0.934

=====

Record 5
53
Properties=species:S:1:pos:R:3 method="wB97M-V/def2-TZVPD" gap_ha=0.2113 homo_ev=-3.80 charge=-1 lumo_ev=1.95 e_above_lowest_kj_mol=179.9
Tl 2.346 -1.368 -0.642
S 2.660 -1.018 2.332
S 4.900 -2.049 0.548
S 4.143 1.791 -0.227
S -1.777 -1.341 0.101
O -0.601 -1.978 -0.627
O 3.485 0.936 -1.315
N 7.740 -1.071 2.934
N 4.484 1.837 3.723
C -4.643 -3.692 0.105
C -1.921 2.820 -1.759
C -2.959 -0.806 -1.350
C -1.839 1.428 -1.854
C -3.215 -3.887 0.244
C 3.479 3.963 1.284
C -2.622 -4.935 -0.462
C 2.890 2.566 0.965
C -4.017 1.381 -0.677
C -2.440 -2.857 1.037
C 4.329 -1.154 1.947
C -2.950 3.478 -1.108
C -3.402 -5.692 -1.309
C 4.823 0.785 3.283
C 5.269 -0.434 2.756
C 4.214 4.503 -0.020
C -2.931 0.694 -1.307
C 4.580 3.372 -0.985
C -5.381 -4.488 -0.762
C -4.758 -5.458 -1.557
C 6.632 -0.688 2.911
C -3.918 2.754 -0.460
H -4.816 0.865 -0.124
H -4.615 3.333 0.188
H 1.944 2.576 0.381
H -0.853 0.995 -2.114
H -5.412 -6.030 -2.215
H -5.045 -2.734 0.471
H -6.424 -4.201 -0.780
H -2.451 -1.185 -2.214
H -1.438 -3.117 1.409
H 5.677 3.328 -1.262
H 2.740 1.825 1.768
H -2.972 4.571 -0.986
H -1.521 -4.981 -0.495
H 3.496 5.119 -0.552
H 2.729 4.671 1.589
H -1.126 3.471 -2.152
H -3.017 -2.411 1.860
H 4.180 3.891 2.186
H 5.139 5.049 0.233
H -2.899 -6.537 -1.817
H 3.992 3.461 -1.874
H -3.907 -1.350 -1.248

=====

Record 6
40
Properties=species:S:1:pos:R:3 method="wB97M-V/def2-TZVPD" multiplicity=2 gap_ha="0.2207 / 0.2458" homo_ev="-10.70 / -10.91" charge=+1 lumo_ev="-4.69 / -4.22"
Cr -0.075 0.017 0.318
S 1.691 -1.439 0.683
S 1.546 1.782 0.637
S -1.702 -1.492 -0.557
S -1.173 -0.153 2.262
N 0.475 0.075 -1.537
C 1.169 2.324 -1.097
C 5.420 0.980 -0.197
C -1.833 -3.895 0.833
C -1.443 -2.661 3.292
C 0.362 -1.028 -2.298
C 4.291 -1.133 -0.030
C 1.744 -0.036 -3.989
C -1.420 -1.888 2.134
C -0.456 -2.161 -1.742
C 4.238 1.638 0.091
C -1.583 -4.033 3.217
C 1.155 1.138 -2.000
C -1.777 -4.652 1.991
C 1.819 1.111 -3.213
C 5.439 -0.405 -0.272
C 3.096 -0.485 0.277
C -1.607 -2.528 0.902
C 3.078 0.910 0.307
C 0.982 -1.109 -3.534
H -1.554 -4.620 4.120
H 1.906 3.068 -1.398
H -1.334 -2.165 4.245
H 4.298 -2.210 -0.071
H 4.213 2.715 0.152
H -2.054 -4.362 -0.116
H 0.156 -2.881 -1.190
H 2.377 1.977 -3.533
H -0.985 -2.672 -2.551
H 6.322 1.542 -0.369
H 6.350 -0.926 -0.517
H 0.181 2.793 -1.017
H 0.908 -2.013 -4.114
H -1.902 -5.722 1.941
H 2.269 -0.093 -4.929

=====

Record 7
74
Properties=species:S:1:pos:R:3 method="wB97M-V/def2-TZVPD" gap_ha=0.3386 homo_ev=-6.89 charge=-1 lumo_ev=2.33 e_above_lowest_kj_mol=0.0
Cl 0.332 -1.712 1.339
S -2.824 2.427 -1.292
S 1.495 0.263 -3.315
S -0.502 1.089 5.560
O 0.123 0.639 -3.352
O 2.448 1.114 -2.674
O -4.025 1.924 -1.880
O -1.978 3.291 -2.061
O 1.469 -0.905 0.939
O -1.341 1.101 6.718
O 1.993 0.000 -4.799
O -3.276 3.176 0.031
O 0.173 -0.317 5.427
O 0.683 -2.604 2.415
O 0.548 2.041 5.485
O -0.710 -0.800 1.781
O -0.122 -2.482 0.202
C 1.540 3.694 2.689
C 1.076 -6.970 -2.567
C 1.388 2.468 0.617
C 0.251 -7.473 -3.568
C 2.679 0.702 -6.952
C 2.309 1.179 -5.566
C 0.710 -5.811 -1.902
C -0.930 -6.824 -3.901
C -2.848 4.543 1.945
C 1.261 4.881 0.647
C -1.562 1.242 4.160
C 1.398 4.902 2.023
C 1.509 2.486 1.999
C -1.901 1.051 -0.674
C 0.022 -2.647 5.955
C -1.277 -5.653 -3.251
C 1.629 -1.376 -2.683
C 1.228 3.672 -0.052
C -0.460 -5.147 -2.251
C -0.709 -1.461 5.378
C -2.224 3.865 0.751
H 1.431 1.826 -5.595
H 1.054 3.741 -1.119
H -1.076 1.851 3.406
H 0.639 -1.821 -2.755
H -1.635 -1.245 5.910
H 0.403 -2.449 6.960
H 0.990 5.757 0.065
H 2.317 -1.939 -3.307
H -1.811 0.251 3.786
H -3.224 3.799 2.645
H 1.370 1.520 0.093
H 1.332 -5.415 -1.109
H 0.561 -8.355 -4.118
H -0.944 -1.693 4.335
H -2.619 0.346 -0.267
H 1.947 -1.342 -1.643
H -1.486 3.137 1.099
H 1.958 -7.539 -2.299
H 0.870 -2.936 5.336
H 2.666 1.522 -7.671
H 3.121 1.705 -5.066
H 1.955 -0.029 -7.314
H -1.715 4.546 0.072
H -1.579 -7.268 -4.646
H 1.570 1.572 2.578
H -2.189 -5.153 -3.552
H -0.741 -4.228 -1.750
H -1.176 1.355 0.073
H 1.644 3.636 3.766
H -1.423 0.628 -1.556
H -3.643 5.228 1.649
H -0.656 -3.500 6.032
H -2.459 1.701 4.568
H 3.676 0.263 -6.968
H -2.083 5.133 2.454
H 1.381 5.827 2.587

=====

Record 8
17
Properties=species:S:1:pos:R:3 method="wB97M-V/def2-TZVPD" gap_ha="0.2603 / 0.2603" homo_ev="-11.89 / -11.89" charge=+1 lumo_ev="-4.81 / -4.81" e_above_lowest_kj_mol=285.9
N -0.662 -0.372 2.983
N 0.371 0.732 -2.821
C 0.303 0.357 -0.424
C -0.358 0.394 -1.755
C -0.318 -0.272 1.741
C -0.342 0.759 0.847
C 0.523 -1.129 -0.213
C 0.214 -1.496 1.082
H -1.324 0.016 -1.712
H -0.864 -1.290 3.194
H 1.029 -1.678 -0.890
H 0.192 0.507 -3.840
H -0.617 1.738 1.090
H 0.383 -2.520 1.393
H 1.304 0.761 -0.539
H 1.406 1.041 -2.622
H -1.049 0.468 3.306

=====

Record 9
9
Properties=species:S:1:pos:R:3 method="wB97M-V/def2-TZVPD" gap_ha=0.3585 homo_ev=-9.28 lumo_ev=0.48 e_above_lowest_kj_mol=68.6
Br 1.692 1.716 -1.260
O -1.683 0.507 -0.664
O 0.941 -0.819 -2.236
C -0.308 -0.290 1.156
C 0.700 0.002 -1.444
C -0.710 0.063 -0.183
H 0.137 -1.327 1.414
H -1.176 -0.386 1.818
H 0.407 0.532 1.398

=====

Record 10
19
Properties=species:S:1:pos:R:3 method="wB97M-V/def2-TZVPD" gap_ha=0.1904 homo_ev=-1.73 charge=-1 lumo_ev=3.45 e_above_lowest_kj_mol=437.0
O -3.607 1.045 -0.295
N 0.622 -0.631 -0.684
C -2.434 0.653 -0.513
C 3.032 -0.125 -0.141
C -0.487 -1.188 0.050
C -1.546 -0.119 0.478
C 1.556 -0.104 0.241
H -2.365 -0.671 0.975
H -1.141 -1.841 -0.586
H -1.763 1.744 -0.580
H 1.514 -0.689 1.233
H -1.260 2.314 -0.801
H 1.303 0.967 0.599
H 3.708 0.043 0.788
H -0.237 -1.805 0.942
H -1.127 0.599 1.234
H -2.349 0.152 -1.510
H 3.361 0.715 -0.751
H 3.220 -1.060 -0.677

=====

Record 11
61
Properties=species:S:1:pos:R:3 method="wB97M-V/def2-TZVPD" gap_ha=0.3934 homo_ev=-12.97 charge=+1 lumo_ev=-2.26 e_above_lowest_kj_mol=0.0
O -1.521 -1.450 -1.199
O 4.449 -1.833 -1.130
O -3.649 0.958 -2.030
O -3.917 -0.875 3.402
O -0.642 1.188 -1.443
O 0.041 3.424 2.609
O 1.970 -2.584 -1.524
O -0.448 0.827 2.432
O 2.309 3.563 1.539
O 3.923 1.616 1.073
O 2.992 0.209 -0.680
O -4.261 -1.497 -0.549
O 0.772 -0.532 0.504
O -2.188 -3.684 3.136
O -0.308 -1.969 -3.488
O -0.562 0.554 -4.317
O -2.719 2.177 0.099
O 2.724 0.985 3.248
O 1.961 2.016 -2.611
O -0.164 -2.906 0.593
H 0.498 -1.483 0.352
H -4.211 0.332 -2.499
H -1.359 -0.504 -1.102
H 3.662 -0.494 -1.096
H -0.169 2.496 2.921
H 5.027 -2.421 -0.619
H -4.420 -2.456 -0.430
H -0.794 -2.267 -4.271
H 3.636 -2.313 -1.374
H 3.291 2.383 1.314
H -3.323 -1.296 -0.735
H -0.209 -1.003 -3.623
H -2.748 0.701 -2.249
H -0.042 1.946 -1.469
H -1.053 -1.637 -2.062
H 2.567 1.641 3.927
H -0.180 1.430 -4.163
H -2.951 3.092 -0.072
H -3.545 1.665 -0.097
H -2.319 -4.414 2.539
H -0.088 4.076 3.296
H 1.945 -3.544 -1.371
H 2.391 -0.424 -0.167
H 1.924 0.634 2.858
H 3.893 1.160 1.962
H -0.053 0.376 1.666
H -1.302 1.373 -0.752
H -4.349 -0.080 3.025
H 0.516 -0.093 -0.323
H 2.329 1.221 -2.200
H -2.978 -3.457 3.635
H 2.862 4.196 1.999
H 1.239 -2.371 -2.152
H -0.422 0.567 -5.293
H -0.599 -3.413 1.321
H -4.064 -0.953 4.341
H 1.372 3.472 1.969
H 3.350 1.100 0.259
H 2.141 2.688 -1.954
H -1.233 0.400 2.766
H -0.998 -2.512 0.261

=====

Record 12
14
Properties=species:S:1:pos:R:3 method="wB97M-V/def2-TZVPD" gap_ha=0.3521 homo_ev=-9.20 lumo_ev=0.38 e_above_lowest_kj_mol=152.9
S 0.085 1.193 -0.762
S -2.015 -1.303 -0.772
N -0.523 -1.411 -0.024
N 3.598 -0.364 -1.143
C 0.289 -0.439 -0.074
C 1.632 -0.724 0.585
C -1.464 1.848 0.051
C 2.720 -0.618 -0.428
H 1.781 0.063 1.331
H -2.464 -2.524 -0.402
H 1.608 -1.702 1.082
H -1.626 2.794 -0.443
H -1.323 2.007 1.118
H -2.299 1.180 -0.121

=====

Molecular weight (g mol⁻¹)
1493.7 64.1 111.2 116.2 679.1 437.6 628.2 109.2 151.0 102.2 361.3 146.2
Energy (hartree)
-9456.38110 -231.42390 -344.29731 -951.11768 -2876.72583 -3424.80744 -3454.47974 -343.21258 -2840.55921 -327.52962 -1529.20628 -1061.85794